{"formula": "C20H30BBrCl33NO7P", "method": "wB97M-V/def2-TZVPD", "elements": ["H", "Br", "Cl", "O", "Cl", "O", "Cl", "Cl", "Cl", "O", "O", "Cl", "Cl", "Cl", "H", "Cl", "H", "B", "Cl", "C", "C", "H", "H", "Cl", "H", "H", "H", "H", "H", "C", "H", "C", "Cl", "C", "H", "Cl", "Cl", "H", "Cl", "C", "C", "O", "Cl", "Cl", "Cl", "C", "Cl", "C", "C", "H", "H", "C", "C", "O", "Cl", "H", "C", "Cl", "C", "H", "N", "C", "Cl", "Cl", "C", "H", "Cl", "H", "O", "H", "C", "Cl", "P", "H", "C", "H", "Cl", "H", "Cl", "Cl", "H", "Cl", "H", "Cl", "Cl", "H", "Cl", "H", "C", "H", "Cl", "C", "H", "H"], "positions_angstrom": [[-2.9670, -5.0738, 5.1516], [-2.2312, 3.8973, -1.5088], [3.2330, 0.4130, -2.7924], [-6.2200, 1.1557, -0.8597], [-3.6884, -6.7117, -0.6373], [2.1456, -0.6833, 0.8004], [-0.3389, 6.8965, -2.0284], [-1.0330, 6.5580, -4.8258], [-7.9061, -7.9711, -4.2754], [-4.9025, -0.4699, 0.4347], [-3.4855, 1.9316, -2.9564], [5.2568, 6.8165, 1.6884], [10.0313, 6.2874, 2.2517], [4.3416, 5.8109, -5.1526], [3.7955, 3.5359, -5.2499], [-3.4018, -7.2407, 5.9339], [-2.4321, -3.3713, -2.4144], [-4.9630, 0.3919, -0.7890], [4.6907, 5.2596, 4.0742], [8.3822, 4.1501, -1.1196], [-5.5941, -1.6161, 0.0092], [-6.1290, -2.1692, -2.0015], [-3.9659, 2.2358, 0.1312], [-8.6600, -7.9765, 2.5276], [-6.0755, -9.4100, -4.4451], [-2.8120, 0.9741, -0.2054], [4.2965, -0.2162, -0.8045], [8.0115, 5.0357, -1.6196], [6.6030, 5.2162, 2.7294], [-3.7954, -8.4423, -0.3251], [-6.5711, -3.0999, 1.8761], [5.9491, 6.0007, 3.0883], [-7.5876, -10.2917, -5.9976], [1.3530, -1.7320, 0.1749], [-6.6688, -1.3422, -0.0356], [7.3098, 3.7986, 0.2403], [4.9962, 3.7023, -3.2522], [-0.5167, -2.9614, -0.8786], [-5.2271, -9.1292, -1.1126], [11.0478, 10.9668, 6.5383], [-1.5870, 7.1213, -3.2500], [-4.2304, -2.8359, -1.6832], [-8.8408, -6.6974, -0.0775], [-7.5722, -10.6071, -3.1088], [6.9256, 7.1163, 4.0468], [-2.1137, -1.7034, -1.1075], [11.5442, 7.1573, 4.5732], [-3.3087, 2.1825, -1.8453], [-3.7528, -5.7945, 4.9683], [-2.4474, 6.5302, -2.9603], [0.5309, -0.3314, -1.2688], [0.1716, -1.0752, -0.5419], [-7.1488, -9.5491, -4.4569], [-4.1816, -3.1267, 1.9018], [10.0208, 4.4804, -0.5572], [1.6927, -3.3855, 1.5748], [4.5379, -0.3120, -1.8561], [11.0113, 10.5079, 4.8354], [-3.7070, 1.4688, -0.6132], [10.1444, 8.4171, 3.1909], [-0.6904, -2.0335, -1.2444], [-2.9520, -2.4354, -2.1555], [6.0583, 0.5313, -2.1763], [9.8205, 10.0878, 7.4488], [-5.2164, -1.8261, -1.4795], [1.7122, 0.1626, 0.6207], [-6.6042, -6.1018, 1.6825], [-0.4071, -0.5512, 0.2443], [-4.8910, -0.5545, -1.9194], [-2.9197, -8.9204, -0.7432], [10.8700, 7.6329, 3.0167], [-3.7729, -6.1703, 3.2575], [-5.4172, -3.0834, 1.0649], [10.8251, 12.0232, 6.6053], [-7.7485, -7.3310, 1.1576], [-3.0209, -1.8553, -3.0868], [-5.2830, -5.0730, 5.4746], [-5.4977, -4.1643, 0.1786], [4.6969, -2.0327, -2.2277], [-3.8387, -8.7583, 1.4075], [-2.2109, -0.6253, -1.2730], [8.3572, 2.8220, -2.2744], [-6.5147, 1.3863, 0.0273], [-2.0797, 8.8191, -3.3366], [12.1285, 8.2749, 1.9565], [2.0375, -2.2235, -0.5281], [2.2392, 4.3954, -3.7254], [0.0099, -3.2505, 1.0402], [0.9064, -2.6748, 1.3036], [0.6321, -2.0542, 2.1655], [12.6516, 10.6995, 7.2209], [3.8354, 4.2674, -4.4536], [-7.1855, -8.1447, 0.7182], [-2.4897, -1.9278, -0.0948]], "e_homo_ev": -6.31, "energy_ha": -19488.2044, "multiplicity": 1, "total_charge": -1}